11 unconnected molecules or ions with the total composition C58H149N11O18. Source: the OMol25 dataset; level of theory: the ωB97M-V functional and the def2-TZVPD basis.

Each line ends with the Löwdin charge.
Element x y z (Å)
C  2.7771  2.1689  3.0955  -0.410
H  -2.0205  3.4638  3.6795  0.091
H  0.0664  -2.1787  -9.3956  0.120
H  -1.9210  0.3556  -10.2238  0.109
N  -2.1757  -1.0841  0.6564  0.047
C  -4.8783  -3.9366  -0.0766  -0.207
H  3.2687  -4.6780  -3.8818  0.087
C  4.6346  5.3883  3.4059  -0.144
H  4.6053  -4.1768  -3.1984  0.080
H  -5.0187  1.7497  4.8719  0.077
H  0.9811  -0.0326  0.5862  0.101
H  -0.8209  -0.3559  -5.7528  0.077
N  -4.4247  -2.7169  -0.7940  -0.027
H  1.6475  5.1612  -1.1520  0.122
H  -6.5844  2.6502  4.9716  0.083
C  -3.5122  4.8334  -4.2271  -0.208
H  -2.1050  -6.5246  1.3311  0.077
H  -2.8699  -0.5553  4.1920  0.080
C  7.6826  -1.4003  -0.8686  -0.215
C  3.5929  -3.7952  -3.3306  -0.148
C  -0.9849  -2.2190  -9.6808  -0.208
C  2.2741  7.5628  -0.0578  -0.128
H  0.4096  2.0218  -7.5264  0.073
H  -0.9080  -8.8326  3.9254  0.091
H  -0.4440  0.9017  0.8822  0.103
H  -7.2870  1.8351  2.8029  0.146
C  -3.8037  0.6220  -3.7182  -0.031
C  -3.7484  -4.8023  0.2976  -0.351
C  -1.4871  -8.1085  4.4985  -0.136
N  -6.0567  0.2742  2.8182  0.048
H  8.3601  -8.9582  3.3047  0.086
H  -3.9496  -2.0105  -0.2503  0.064
N  -1.3120  -1.4131  -10.8306  -0.103
H  0.1476  1.8332  7.0707  0.087
H  1.2699  1.9083  4.2167  0.073
H  5.7798  -1.6388  -3.0478  0.110
C  -1.6301  -0.7267  -6.3819  -0.110
H  0.8302  -2.7340  0.8734  0.068
H  2.6414  3.9140  4.3098  0.110
H  2.6494  1.8639  0.8152  0.060
O  -5.4294  6.3472  -4.0894  -0.191
H  -2.5287  -8.4296  4.5055  0.091
H  -6.4208  7.1050  -2.3304  0.088
H  2.0940  8.5877  0.2665  0.093
H  3.6067  -1.7498  -1.3620  0.098
C  -1.7631  -3.6370  4.5258  -0.178
H  -0.0637  4.6809  -3.6820  0.061
H  1.8292  2.9378  -6.9934  0.085
H  -0.1933  -5.7391  5.1229  0.111
N  -0.4230  4.5939  -2.7421  0.051
H  0.9229  4.9204  8.4429  0.112
N  5.5084  -1.1214  -2.2239  -0.057
H  -1.2105  3.3332  -4.9307  0.088
H  -1.0134  -2.8709  6.4464  0.103
H  -1.7659  1.5487  -12.1205  0.108
O  0.2368  1.1921  -12.5159  -0.231
H  -0.9939  5.0326  5.4304  0.093
N  -2.1388  -4.9040  5.1761  -0.067
H  -4.3248  2.2542  2.5101  0.100
O  0.1575  3.7437  7.0093  -0.218
H  5.7428  -0.9226  -0.1584  0.107
H  7.3075  -7.9295  6.5190  0.109
H  8.3612  -9.9288  4.7751  0.084
H  -0.1082  0.1555  -10.2664  0.121
C  3.2400  1.6426  1.7043  -0.060
H  -5.9927  -3.1340  -2.2133  0.113
H  -1.6918  2.6722  -6.3930  0.104
H  -1.1294  -3.2274  -10.0684  0.120
H  4.4187  5.7683  4.4044  0.076
H  -6.6693  0.9656  5.0552  0.088
H  -2.7487  -4.5251  5.8864  0.106
H  1.2928  5.5110  4.5211  0.083
H  7.8784  -0.3810  -1.2015  0.119
O  4.3839  4.0306  3.2844  -0.170
C  -1.1336  0.6642  -12.1980  -0.111
H  -4.5276  4.3021  0.4082  0.084
N  5.2009  -6.1613  6.5307  -0.053
C  8.1733  -8.9311  4.3782  -0.101
H  3.1257  -3.6303  -2.3597  0.085
O  8.2358  -2.3906  -1.6826  -0.156
H  -5.1824  3.6745  2.8031  0.127
H  -5.4911  -3.7459  0.8045  0.121
H  -3.6984  2.7157  0.3661  0.075
O  -0.1649  4.1865  2.9632  -0.245
H  4.4020  -7.8956  5.6584  0.114
H  -2.5493  -6.8319  6.7186  0.111
H  -2.6758  -1.4338  -8.6103  0.123
H  4.2808  1.7120  1.3881  0.068
H  0.7836  1.8869  -5.9174  0.070
H  -3.2515  0.0331  -4.4506  0.046
H  8.0334  -1.4326  0.1629  0.118
H  8.7846  -8.1839  4.8841  0.081
H  10.1367  -2.9339  -0.8506  0.088
O  0.0593  3.8872  -6.4647  -0.182
H  4.2518  -5.8885  6.3187  0.084
C  5.2178  -7.6298  6.3307  -0.199
H  1.1046  2.4937  8.5613  0.092
H  -3.0022  5.7838  -4.0697  0.106
H  3.1296  7.7385  -0.7100  0.086
C  1.2737  6.0832  -1.5972  -0.158
H  -2.1059  -0.7545  -0.2958  0.057
H  2.3602  -5.9550  3.6285  0.083
H  0.2983  -0.1029  -2.7880  0.090
H  -3.3037  1.5135  -3.3396  0.075
C  3.1541  -5.2428  3.4034  -0.133
C  0.9262  4.9059  7.3530  -0.197
H  -7.5047  6.3059  -3.6069  0.090
H  0.8916  2.8113  2.9254  0.020
H  -3.3177  -5.1080  -0.6559  0.126
H  -0.7459  -1.7436  5.1854  0.110
C  -0.7718  -1.1566  1.1148  -0.387
O  3.5753  -2.6826  -4.1410  -0.172
H  -2.0258  4.0873  1.9639  0.073
H  -3.4498  -7.6829  1.6985  0.088
C  -3.0857  -6.8975  1.0360  -0.062
H  -3.9002  -0.3054  5.5543  0.073
H  -6.2900  -1.8068  -1.3164  0.110
H  -0.3079  3.0157  -13.3209  0.077
C  -5.4366  -2.3039  -1.7777  -0.214
H  2.3817  -1.0933  -3.4003  0.078
O  -2.6958  -1.8787  5.9645  -0.177
H  4.1634  6.1378  2.7702  0.079
H  -5.4980  -4.5444  -0.7359  0.115
H  3.0646  0.5683  1.7613  0.057
O  -1.0427  -8.0306  5.8079  -0.188
C  -0.1114  6.0287  6.9452  -0.164
C  0.3752  6.0981  4.4838  -0.217
H  1.9454  5.0094  6.9804  0.115
H  -1.1270  2.5975  2.4092  0.069
H  1.2620  2.5630  -13.7535  0.083
H  2.4914  6.8268  0.7163  0.075
C  -2.2147  4.7536  -6.2645  -0.203
C  -6.5606  6.7944  -3.3658  -0.119
H  3.9102  -0.1533  -1.7272  0.113
N  -0.5625  5.9386  5.5454  -0.056
H  9.9994  -2.8286  -2.5451  0.083
H  -2.0926  0.1733  -6.7872  0.089
H  -2.2771  5.7097  -1.2104  0.058
H  -5.0453  4.8926  -2.6248  0.096
C  -0.1823  5.8234  -1.9988  -0.415
O  -5.6675  2.7168  1.0622  -0.182
H  2.4330  4.1937  2.4972  0.125
C  2.9851  3.7012  3.2976  -0.172
C  -1.0012  -5.5092  5.8175  -0.201
H  5.5123  -6.4053  3.5973  0.121
H  -2.2873  0.1136  5.7883  0.082
H  10.1823  -1.4517  -1.7811  0.088
C  6.0517  -5.5149  5.5018  -0.192
C  -5.3317  2.6630  2.4253  -0.214
H  0.2535  6.1095  2.3044  0.115
H  -3.9740  -1.8283  -3.2899  0.111
H  5.7232  5.4212  3.4523  0.092
H  -1.2202  5.9540  3.1860  0.120
C  0.7068  -0.3597  -1.8106  -0.123
C  0.7941  2.5866  7.5206  -0.114
H  0.7303  7.1283  4.4573  0.125
C  5.3761  -5.4615  4.1252  -0.205
H  -4.2375  5.3360  -6.0485  0.109
H  2.7009  -4.2655  3.2376  0.086
H  -0.0965  1.7201  -14.5012  0.080
H  -0.9994  5.8639  7.5554  0.115
H  3.5870  -5.5794  2.4613  0.090
H  -0.7156  -0.9842  2.1896  0.127
H  -2.8359  -7.2535  0.0366  0.081
H  -2.9870  4.0814  -3.6383  0.089
H  -5.6930  -1.4426  -3.5641  0.115
H  -1.4050  -7.1453  3.9949  0.063
H  0.2189  3.9506  -2.3012  0.068
C  -1.7402  -1.9554  -8.4088  -0.263
H  3.8800  -0.5734  -4.1597  0.126
C  -1.4772  -6.8827  6.5285  -0.168
C  -1.4826  -2.4576  5.5536  -0.220
H  -1.3645  6.8137  -0.3849  0.075
H  4.9142  -8.1244  7.2533  0.102
C  4.0606  -1.1472  -2.1487  -0.263
H  -1.1057  -6.8691  7.5532  0.108
H  -2.7335  -0.3541  1.0761  0.063
H  -1.2881  0.0536  -13.0877  0.119
H  -2.1063  -1.3659  -5.6385  0.081
H  5.7324  -2.5284  -0.6758  0.112
O  -0.9589  -1.4333  -7.4008  -0.174
C  -4.8693  -1.3866  -2.8524  -0.242
O  -4.2796  -0.1311  -2.4964  -0.202
O  -0.4237  -0.0669  -1.0275  -0.189
H  7.0234  -6.0081  5.4753  0.102
N  -3.5429  4.7030  -5.6785  -0.065
H  -5.5622  4.2079  -4.0884  0.115
C  6.1151  -1.5504  -0.9679  -0.191
H  -5.1322  -0.0327  2.5514  0.056
O  4.0658  -5.0397  4.3925  -0.186
H  -0.6129  -3.3299  1.4860  0.048
H  1.4677  0.4002  -1.6325  0.085
H  -0.5603  -2.8702  -0.1973  0.080
C  3.4351  -1.3423  -3.5280  -0.142
H  1.1404  -1.3598  -1.8146  0.080
C  -0.0923  -0.0093  0.3982  -0.167
H  0.4076  6.9403  7.2414  0.111
C  -1.0560  -0.0049  -10.7803  -0.190
C  0.2796  2.1304  -13.5640  -0.149
H  1.8169  6.2144  -2.5331  0.126
O  6.7885  -8.6586  4.6054  -0.203
C  -6.0751  1.7597  4.6032  -0.093
C  9.6205  -2.3735  -1.6300  -0.155
C  -2.8975  -0.6323  5.2789  -0.099
H  -0.6141  6.5939  -2.6375  0.136
H  -2.4530  4.8592  -7.3229  0.119
H  -1.3117  5.0572  -0.1288  0.055
H  -0.6454  -4.8336  6.5954  0.094
O  1.1313  7.2837  -0.7991  -0.187
C  -1.4663  3.5765  2.7477  -0.051
H  6.2784  -4.5654  5.9867  0.110
H  -3.0467  -4.1469  0.8135  0.114
H  -2.1839  -2.8856  -8.0538  0.119
H  -6.6469  0.1299  2.0114  0.065
C  -1.2487  5.8478  -0.8766  -0.060
H  -4.6933  0.9506  -4.2555  0.081
C  6.4979  -8.4500  6.0074  -0.213
H  5.9540  -4.6781  3.6349  0.120
C  0.8219  2.6256  -6.7180  -0.054
H  1.7313  2.4730  6.9757  0.074
C  -0.1958  5.5835  3.1468  -0.205
H  -0.8575  -1.8267  -11.6322  0.107
H  6.4469  -9.3687  6.5918  0.114
H  -0.8841  -3.6437  3.8813  0.095
N  1.3758  1.9733  3.2144  0.057
C  -4.9733  5.0399  -3.7023  -0.198
H  3.3482  1.5968  3.8267  0.142
H  -4.8523  3.0753  -0.8513  0.078
C  -0.2444  -2.5666  0.8007  -0.050
O  -4.1193  -5.8752  0.9840  -0.150
C  -4.6421  3.2372  0.2059  -0.086
H  -1.6567  5.6549  -6.0106  0.110
C  -6.2700  1.6948  3.1691  -0.440
H  -6.6245  7.7703  -3.8471  0.084
C  -1.2472  3.5827  -5.9911  -0.247
H  -2.6049  -3.3476  3.8967  0.113

Spin multiplicity ... 1
Kohn-Sham gap ... 8.38 eV
LUMO ... 0.28 eV